The following is a quantum chemistry calculation of C21H36P2Ti as an isolated structure at a distorted geometry, from the OMol25 dataset.

Expectation value of S²: 2.1846
Multiplicity: 3
Calculated total energy: -64040.634 eV
Strongest force on any atom: 4.97 eV/Å
Gap between HOMO and LUMO (spin up / spin down): 4.068 / 3.822 eV

Structure (XYZ):
```
60
Properties=species:S:1:pos:R:3:nbo_charge:R:1
P -0.762 2.287 -0.309 1.37
P 0.546 -0.950 2.020 1.47
C 0.486 0.886 -0.377 -0.80
C 0.122 -0.473 0.276 -0.80
H 1.453 1.257 -0.011 0.23
H 0.661 0.669 -1.455 0.30
H -1.037 -0.719 0.017 0.10
H 0.572 -1.310 -0.254 0.27
C 2.296 -0.709 2.196 -0.99
H 2.511 -0.485 3.249 0.27
H 2.638 0.123 1.566 0.24
H 2.787 -1.650 1.900 0.24
C 0.079 -2.647 2.336 -0.99
H 0.954 -3.283 2.116 0.24
H -0.779 -2.952 1.718 0.26
H -0.199 -2.744 3.396 0.27
C 0.169 3.657 -1.017 -1.02
H -0.150 4.571 -0.507 0.25
H -0.037 3.726 -2.095 0.25
H 1.242 3.500 -0.860 0.25
C -2.148 2.051 -1.469 -0.99
H -3.046 1.625 -0.998 0.25
H -1.882 1.412 -2.323 0.26
H -2.406 3.046 -1.869 0.22
Ti -1.430 0.474 1.109 0.09
C 0.165 -2.438 -2.116 -0.19
C 1.440 -2.034 -1.926 -0.20
C 2.351 -1.491 -2.976 -0.45
C 1.666 -0.633 -4.080 -0.43
C 0.457 0.179 -3.664 -0.23
C -0.808 -0.215 -3.772 -0.16
C -1.265 -1.603 -4.108 -0.45
C -0.405 -2.725 -3.475 -0.45
C -1.447 2.786 1.525 -0.97
H -0.466 -2.800 -1.284 0.21
H 1.969 -2.287 -0.999 0.20
H 2.885 -2.323 -3.476 0.22
H 3.140 -0.898 -2.485 0.21
H 2.456 0.060 -4.424 0.22
H 1.459 -1.301 -4.942 0.21
H 0.710 1.256 -3.542 0.20
H -1.598 0.547 -3.922 0.20
H -1.277 -1.754 -5.200 0.22
H -2.310 -1.697 -3.780 0.22
H -1.090 -3.580 -3.376 0.23
H 0.363 -3.025 -4.206 0.20
H -1.955 2.043 2.240 0.25
H -2.233 3.521 1.336 0.24
H -0.646 3.245 2.114 0.25
C -0.693 0.682 5.895 -0.40
C 0.369 1.293 5.226 -0.18
C 0.558 1.136 3.868 -0.35
C -0.321 0.223 3.144 -0.54
C -1.475 -0.317 3.805 -0.42
C -1.641 -0.068 5.175 -0.16
H -0.801 0.783 6.963 0.20
H 1.098 1.864 5.820 0.20
H 1.349 1.691 3.336 0.19
H -2.161 -0.992 3.262 0.21
H -2.487 -0.490 5.689 0.20
```